The following is a quantum chemistry calculation of a molecular structure, C46H48N9PS4TeTl, from OMol25.

Gap between HOMO and LUMO ... 6.015 eV
Maximum force ... 0.85 eV/A
HOMO energy ... -9.31 eV
Net charge ... +1
Energy relative to the best compared isomer or geometry (same formula, charge and spin) ... 27.91 kcal per mole

Geometry as XYZ:
```
110
Properties=species:S:1:pos:R:3:lowdin_charge:R:1
Tl 0.13397 -0.67980 -0.63777 0.443
C 4.14403 3.12632 1.93246 0.024
C 3.02594 2.30576 2.43912 -0.309
N 2.50711 2.36585 3.61434 0.144
N 1.52179 1.42983 3.62090 0.043
C 1.39892 0.77930 2.45804 -0.731
S 0.28645 -0.44122 2.15141 0.678
N 2.37927 1.33267 1.68255 -0.068
N 2.65358 0.94897 0.38563 0.122
H 4.49722 3.76857 2.73436 0.097
H 3.81122 3.74813 1.10371 0.078
H 4.96319 2.49238 1.58805 0.084
H 0.98407 1.26305 4.45438 0.162
H 3.54693 0.46174 0.33720 0.059
H 2.67553 1.76370 -0.21860 0.102
C 1.51969 6.25101 0.20362 -0.081
C 1.92831 5.35976 -0.77930 -0.085
C 1.25687 4.15852 -0.94339 -0.125
C 0.16362 3.83019 -0.13510 -0.363
C -0.22342 4.72190 0.86175 -0.075
C 0.44932 5.92668 1.02249 -0.069
P -0.68215 2.21970 -0.44521 1.062
C -2.35660 2.56468 0.22043 -0.367
C -3.43970 3.05769 -0.49948 -0.091
C -4.66789 3.25162 0.11875 -0.063
C -4.82692 2.95827 1.46357 -0.078
C -3.75019 2.47262 2.19137 -0.083
C -2.52795 2.26428 1.57336 -0.120
C -0.80538 2.39811 -2.26880 -0.321
C -1.26633 3.58697 -2.79014 -0.102
C -1.39531 3.78434 -4.17216 -0.050
C -1.03273 2.79053 -5.03402 -0.016
C -0.49466 1.57601 -4.55721 -0.156
C -0.08234 0.57690 -5.46963 -0.023
C 0.49407 -0.57679 -5.03369 -0.053
C 0.67164 -0.78498 -3.65013 -0.170
C 0.25495 0.14419 -2.73756 -0.227
C -0.36023 1.35948 -3.14835 -0.196
H 2.03582 7.19384 0.32484 0.108
H 2.75876 5.60502 -1.42948 0.109
H 1.54994 3.49348 -1.75148 0.108
H -1.07070 4.49355 1.49534 0.098
H 0.12152 6.62569 1.78074 0.109
H -3.33891 3.28873 -1.54883 0.087
H -5.49836 3.63841 -0.45789 0.111
H -5.78266 3.10567 1.94938 0.110
H -3.87329 2.24453 3.24254 0.109
H -1.69857 1.85961 2.14390 0.079
H -1.51210 4.40333 -2.12275 0.115
H -1.77958 4.72373 -4.54643 0.113
H -1.12067 2.92499 -6.10505 0.120
H -0.23209 0.75327 -6.52757 0.119
H 0.80527 -1.34592 -5.72784 0.114
H 1.11219 -1.71969 -3.32685 0.052
S 2.09356 -7.64173 0.68504 0.635
C 1.07433 -6.41052 0.32619 -1.089
S 0.98031 -5.70926 -1.28555 0.927
C -0.04182 -4.41463 -0.65318 -1.180
N -0.30920 -4.55762 0.59307 0.003
N 0.25057 -5.68131 1.14475 -0.131
C -0.16487 -5.98642 2.48093 -0.178
C -0.78351 -4.96581 3.20662 -0.030
C -1.29060 -5.21475 4.46919 -0.084
C -1.16603 -6.47338 5.03602 -0.090
C -0.53366 -7.47792 4.32471 -0.072
C -0.03840 -7.24996 3.04868 -0.042
S -0.60603 -3.14015 -1.65897 0.549
H -0.86173 -3.98734 2.76477 0.079
H -1.78863 -4.41741 5.00582 0.102
H -1.56113 -6.66736 6.02413 0.104
H -0.42648 -8.46322 4.75761 0.109
H 0.43237 -8.05602 2.51643 0.042
C 3.80258 -1.36799 -1.86335 -0.389
Te 2.77246 -2.51809 -0.34391 1.374
C 4.26367 -1.69109 0.98527 -0.403
C 5.25311 -0.93247 0.14199 -0.323
C 6.39956 -0.38900 0.71995 -0.041
C 7.33572 0.26461 -0.06248 -0.071
C 7.13690 0.37729 -1.43272 -0.066
C 5.99734 -0.15229 -2.01239 -0.028
C 5.04483 -0.80239 -1.22896 -0.295
H 3.14788 -0.57755 -2.23553 0.041
H 4.04454 -2.02222 -2.69959 0.070
H 4.75150 -2.51900 1.49771 0.067
H 3.79833 -1.06302 1.74720 0.045
H 6.56689 -0.50209 1.78429 0.121
H 8.23010 0.66788 0.39297 0.109
H 7.87838 0.86357 -2.05210 0.110
H 5.84713 -0.08078 -3.08277 0.122
C -2.68767 -2.06228 1.57798 -0.074
N -3.66137 -1.25501 0.87694 -0.141
C -4.84430 -0.92423 1.64865 -0.050
C -3.43670 -0.74821 -0.35785 -0.418
N -2.23479 -0.46362 -0.79033 0.045
N -4.55058 -0.52398 -1.12717 -0.140
C -5.62943 -1.50737 -1.13646 -0.040
C -4.41573 0.22949 -2.35921 -0.047
H -3.18884 -2.95203 1.96617 0.102
H -2.24420 -1.51847 2.41642 0.051
H -1.90219 -2.38420 0.89811 0.027
H -4.52960 -0.52724 2.61700 0.090
H -5.47224 -1.80169 1.82421 0.095
H -5.42227 -0.15893 1.13871 0.085
H -2.24555 -0.29305 -1.79094 0.029
H -5.39467 -2.33246 -0.47003 0.091
H -5.74464 -1.91354 -2.14330 0.096
H -6.57613 -1.05694 -0.83208 0.094
H -3.80189 1.10771 -2.18502 0.064
H -5.40414 0.56370 -2.67157 0.100
H -3.97547 -0.36341 -3.17157 0.104
```

***

The following is a quantum chemistry calculation of a molecular structure, C46H49CeN9O2 in a non-equilibrium geometry, from OMol25.

Gap between HOMO and LUMO (spin up / spin down) ... 5.550 / 5.603 eV
Maximum force ... 2.57 eV/A
HOMO energy (spin up / spin down) ... -12.57 / -12.60 eV
Net charge ... +2

Geometry as XYZ:
```
107
Properties=species:S:1:pos:R:3:lowdin_charge:R:1
Ce 0.34710 0.29611 -0.63545 1.427
C 2.61450 2.78051 1.06585 -0.209
C 3.87100 2.19181 0.41795 -0.154
C 3.56750 1.16841 -0.67885 -0.209
N 2.78440 0.01621 -0.18105 -0.108
C 2.93830 -1.03429 -1.01885 -0.331
C 3.16180 -2.34959 -0.65145 0.019
C 3.35370 -3.53389 -1.42475 -0.038
C 3.22920 -3.80869 -2.77485 -0.080
C 2.98860 -2.74109 -3.66465 -0.008
C 3.60660 -1.57199 -3.23645 0.020
C 2.75030 -0.71899 -2.49435 -0.243
N 1.68760 -0.01279 -2.71885 -0.041
C 1.34610 0.40591 -4.06345 -0.173
C 0.31200 1.53691 -4.00735 -0.139
C -1.08140 1.11991 -3.46515 -0.182
N -1.40750 1.11931 -2.02785 -0.126
C -1.67600 2.34671 -1.51875 -0.301
C -2.87290 2.66171 -0.89545 -0.004
C -3.32770 3.79211 -0.15875 -0.045
C -2.65470 4.90011 0.33165 -0.069
C -1.35780 5.15391 -0.13115 -0.032
C -1.16210 4.65801 -1.42565 0.006
C -0.56310 3.37041 -1.46535 -0.248
N 0.61640 2.93911 -1.12155 -0.008
C 1.64760 3.96761 -0.99255 -0.177
C 2.16040 4.10371 0.44595 -0.163
H 2.79490 2.95401 2.13085 0.125
H 1.79930 2.04071 0.96685 0.043
H 4.48110 1.70361 1.17785 0.117
H 4.47000 2.99631 -0.01705 0.126
H 4.52940 0.78761 -1.04815 0.141
H 3.07040 1.67321 -1.51915 0.098
H 3.22340 -2.50799 0.42135 0.123
H 3.55350 -4.40089 -0.80375 0.120
H 3.20480 -4.84389 -3.08435 0.112
H 2.23330 -2.77529 -4.43485 0.106
H 4.55470 -1.74129 -2.72875 0.126
H 0.93900 -0.44239 -4.62735 0.098
H 2.24590 0.75151 -4.59895 0.144
H 0.16100 1.89851 -5.02745 0.125
H 0.72190 2.36471 -3.42525 0.095
H -1.27610 0.09251 -3.78855 0.077
H -1.80650 1.78231 -3.96115 0.134
H -3.61770 1.87731 -0.96495 0.124
H -4.35810 3.69801 0.16745 0.119
H -3.10000 5.46061 1.14185 0.118
H -0.56870 5.50511 0.51835 0.115
H -2.03850 4.72891 -2.06785 0.126
H 1.25620 4.94101 -1.32605 0.128
H 2.48410 3.69661 -1.64645 0.119
H 1.37150 4.53801 1.06505 0.091
H 2.99630 4.80431 0.45645 0.128
C -0.62430 2.73491 2.23535 0.010
C -1.77790 1.82671 1.96465 -0.295
C -3.03910 2.14521 2.45995 -0.009
C -4.09290 1.28241 2.22535 -0.005
C -3.83400 0.10551 1.54705 0.013
C -2.53590 -0.16729 1.11775 -0.217
N -1.53010 0.70471 1.28085 0.075
C -2.25320 -1.52459 0.59545 -0.218
C -2.93340 -2.58419 1.19955 0.007
C -2.72200 -3.86979 0.73805 0.014
C -1.88870 -4.04399 -0.34725 0.032
C -1.22890 -2.93769 -0.89255 -0.182
N -1.36950 -1.70159 -0.39805 0.089
C -0.52110 -3.19769 -2.16385 -0.221
C 0.18440 -4.38819 -2.33305 -0.026
C 0.50710 -4.78589 -3.61985 -0.057
C 0.09500 -3.99909 -4.67765 -0.022
C -0.56390 -2.79559 -4.41665 -0.323
C -1.05800 -1.98539 -5.57345 -0.021
N -0.82710 -2.38769 -3.18195 0.189
H -0.90530 3.52661 2.92625 0.105
H -0.30360 3.19631 1.30125 0.052
H 0.20710 2.17641 2.66565 0.081
H -3.17950 3.05631 3.02105 0.127
H -5.08340 1.50821 2.59095 0.129
H -4.62540 -0.59679 1.34505 0.127
H -3.58430 -2.40819 2.04085 0.127
H -3.20410 -4.70649 1.21705 0.131
H -1.75160 -5.01939 -0.78365 0.125
H 0.45770 -4.99199 -1.48145 0.127
H 1.03330 -5.71259 -3.79195 0.124
H 0.26150 -4.30719 -5.69795 0.130
H -1.56700 -2.63889 -6.28185 0.097
H -0.22660 -1.52189 -6.10315 0.084
H -1.74760 -1.21809 -5.23805 0.073
O -2.14260 -1.55799 8.65615 -0.008
C -2.06360 -2.23469 7.45425 -0.252
N -1.13070 -1.55899 6.55235 0.096
C -1.08060 -1.86469 5.23965 -0.455
O -1.78970 -2.71409 4.73255 0.075
C -0.04030 -1.13869 4.43755 -0.082
C 1.05730 -0.47489 4.97655 0.016
C 2.01030 0.01431 4.09945 -0.021
C 1.82390 -0.13629 2.73425 -0.138
N 0.74240 -0.70759 2.19725 0.055
C -0.13640 -1.22719 3.04885 -0.061
H -1.40790 -1.80219 9.23315 0.107
H -3.06390 -2.24659 7.00245 0.138
H -1.72740 -3.27529 7.56845 0.142
H -0.72890 -0.70419 6.90685 0.136
H 1.19840 -0.37529 6.04265 0.121
H 2.90580 0.48651 4.46655 0.117
H 2.58010 0.18151 2.02685 0.079
H -0.97900 -1.77759 2.64935 0.103
```